Record 1
Molecular formula: C24H46ClO24P2
Method: DFT, ωB97M-V/def2-TZVPD

```
97
Properties=species:S:1:pos:R:3:forces:R:3
Cl 0.15467 -0.56631 -1.62865 -0.185 -0.795 0.020
O -0.76157 -1.42731 -2.36618 -0.028 0.271 0.134
O 0.01460 0.78637 -2.13799 0.211 0.050 -0.082
O -0.16678 -0.58500 -0.22057 -0.117 0.134 -0.142
O 1.49569 -1.06485 -1.81320 -0.063 0.450 -0.106
C -3.13389 1.55549 -3.80140 -0.642 -0.020 0.387
C -3.49405 0.13063 -4.24729 0.546 1.220 -0.329
O -4.34519 -0.32313 -3.19712 0.306 -0.512 -0.558
C -4.09438 0.39110 -2.07706 1.329 1.082 -3.287
O -4.52569 0.16282 -1.03617 -1.461 -0.963 3.582
O -3.31720 1.46052 -2.36003 0.449 0.189 -0.723
H -3.80679 2.34359 -4.15488 0.000 -0.219 -0.071
H -2.11275 1.83067 -4.05377 0.082 -0.080 0.295
H -2.54614 -0.38372 -4.33761 -0.247 -0.709 0.570
H -3.95007 0.06677 -5.23188 -0.466 0.061 0.210
C -0.26467 -0.19665 -5.49533 0.310 0.374 -0.385
C 0.90805 0.80639 -5.67415 -1.095 -0.614 1.735
O 0.59445 1.48854 -6.88258 0.610 -0.493 0.490
C -0.67233 1.19370 -7.25974 0.900 -1.050 1.648
O -1.19501 1.73105 -8.14767 -1.427 1.028 -1.969
O -1.23564 0.22977 -6.48108 0.850 0.338 0.146
H -0.71503 -0.13235 -4.51268 0.158 -0.019 0.133
H 0.05903 -1.21946 -5.67879 -0.263 -0.046 -0.218
H 1.84642 0.25992 -5.58822 0.206 0.305 -0.970
H 0.89453 1.47119 -4.79969 0.021 0.325 -0.488
C -0.76120 3.77395 -1.35921 1.141 -0.588 -0.219
C 0.35750 3.40932 -0.34775 0.204 0.818 -0.402
O 1.08579 4.67108 -0.21329 0.297 -0.931 0.071
C 0.48653 5.64996 -0.88493 -1.872 -2.710 0.413
O 0.79820 6.76432 -0.89781 1.319 3.204 -0.192
O -0.64977 5.20180 -1.47556 -0.743 -0.508 -0.025
H -1.72783 3.35637 -1.08371 -0.246 0.756 0.261
H -0.54572 3.35728 -2.34719 0.140 -0.041 0.149
H 1.04083 2.67162 -0.75690 -0.069 -0.079 0.115
H 0.03608 3.12939 0.65461 -0.204 -0.062 -0.148
C -2.51192 -2.94879 -5.02598 0.577 -1.968 -0.138
C -1.96391 -4.39221 -5.13010 0.613 0.821 0.783
O -2.21558 -4.73313 -6.49839 0.055 0.383 0.121
C -2.18809 -3.56324 -7.21278 0.137 0.135 1.356
O -2.09280 -3.47594 -8.38315 -0.098 -0.112 -0.651
O -2.23797 -2.48828 -6.36346 -0.471 -0.310 0.148
H -1.95490 -2.40919 -4.26724 -0.073 0.362 -0.151
H -3.57739 -3.02221 -4.79241 -0.020 0.601 -0.294
H -2.36174 -5.08085 -4.38821 -0.630 -0.183 -0.523
H -0.88569 -4.39405 -4.91102 -0.064 0.068 -0.503
C -2.64955 -2.57431 3.54007 0.087 0.049 0.579
C -1.44978 -1.64385 3.48345 0.063 -0.092 -1.296
O -1.55774 -0.49495 4.33054 0.434 -0.726 0.628
P -2.64864 0.60694 4.10322 0.898 0.644 0.279
O -4.03562 0.17093 4.05136 -0.821 -0.132 -0.330
O -2.29870 1.53846 5.33945 -0.239 0.209 -0.061
C -3.24133 2.58836 5.67033 -0.180 -0.403 0.971
C -2.88977 3.88228 4.97573 -0.069 0.093 0.278
O -2.11074 1.42382 2.85262 -0.303 0.004 -0.278
C -2.77227 1.27139 1.56489 0.012 -0.583 -0.138
C -3.69876 2.42646 1.31262 -0.122 0.385 -0.332
H -2.62078 -3.09001 4.50515 -0.049 -0.217 -0.184
H -3.60194 -2.05473 3.51733 0.021 0.178 -0.277
H -2.59773 -3.28694 2.71757 0.033 -0.082 0.088
H -0.55676 -2.21772 3.72823 0.086 0.328 0.631
H -1.22183 -1.30515 2.46190 -0.413 0.110 0.049
H -4.26335 2.21879 5.53573 0.114 0.159 -0.691
H -3.22150 2.69526 6.76233 0.598 0.050 -0.159
H -1.81169 4.03236 4.99866 0.061 -0.127 -0.084
H -3.23045 3.87572 3.94940 0.013 0.115 -0.259
H -3.32027 4.73568 5.50716 -0.196 -0.117 -0.120
H -2.00537 1.15494 0.79772 0.242 0.366 0.156
H -3.28371 0.30659 1.53657 -0.309 0.200 0.144
H -3.16315 3.38192 1.29916 0.083 -0.115 0.142
H -4.16532 2.32453 0.33058 0.009 -0.153 0.076
H -4.49255 2.48677 2.05803 0.043 -0.107 0.062
C 4.07260 -3.44925 5.79916 0.461 -0.117 -0.572
C 4.74277 -3.68314 4.45122 0.352 0.217 0.390
O 5.42233 -2.43645 4.05476 -0.809 -0.716 0.319
P 5.07632 -1.88151 2.61543 0.074 -0.097 -0.392
O 5.46296 -2.77440 1.52316 0.130 -0.114 -0.295
O 5.77148 -0.46674 2.60662 0.090 0.426 0.025
C 7.07852 -0.28699 2.07155 0.695 -0.441 -0.161
C 8.13973 -0.72374 3.05157 0.917 0.098 0.716
O 3.56207 -1.50933 2.70143 -0.664 0.089 -0.038
C 2.79294 -1.08306 1.52434 -0.540 0.262 0.212
C 2.72267 0.45715 1.44514 1.028 -2.040 -0.090
H 4.85037 -3.18957 6.51447 -0.134 0.070 0.198
H 3.36082 -2.63378 5.70923 -0.117 0.018 0.115
H 3.57182 -4.36555 6.11795 -0.033 0.098 0.048
H 5.52164 -4.44708 4.53219 -0.062 0.131 -0.063
H 4.01980 -4.03102 3.70956 0.132 0.347 -0.155
H 7.20498 -0.86190 1.14990 -0.315 0.026 0.012
H 7.19000 0.76690 1.83117 -0.167 0.092 0.043
H 9.14797 -0.69037 2.61874 -0.265 0.059 -0.261
H 8.20520 -0.08005 3.93542 -0.312 0.025 -0.100
H 8.01682 -1.74147 3.42634 -0.295 -0.011 -0.230
H 3.19332 -1.55215 0.62449 0.210 0.182 0.078
H 1.79230 -1.48152 1.65500 -0.048 -0.185 0.200
H 3.76891 0.70823 1.26908 -0.207 0.842 -0.087
H 2.07791 0.66664 0.59536 -0.007 0.424 0.131
H 2.38237 0.82968 2.40511 -0.188 0.313 -0.111
```
Forces are in eV/Å.

LUMO energy	2.32	eV
ΔE to the lowest compared entry with this formula, charge and spin	0.00	kJ/mol
net charge	-1
gap between HOMO and LUMO	10.22	eV
total energy	-3890.86731	Eh
highest occupied orbital energy	-7.902	eV

***

Record 2
Molecular formula: C24H46F6O10Zr
Method: DFT, ωB97M-V/def2-TZVPD

```
87
Properties=species:S:1:pos:R:3:forces:R:3
Zr -0.37920 0.44557 0.19749 -0.262 0.262 0.291
C -1.54768 -2.17712 -1.97090 0.049 1.982 2.196
O -1.06152 -3.26917 -1.19326 -0.630 -0.421 -1.189
O -1.25345 -0.97617 -1.24597 0.830 -0.500 -0.761
C -1.10678 -2.21091 -3.52438 -0.279 -0.886 1.371
F 0.14834 -2.04638 -3.80075 2.963 1.930 0.691
F -1.26684 -3.41311 -4.07236 -1.853 -1.877 0.065
F -1.79567 -1.36909 -4.27037 -0.859 1.032 -0.040
C -1.71523 -4.56690 -1.31136 1.854 -0.776 -0.471
C -0.68330 -5.50462 -0.63860 -0.721 0.684 0.406
H 0.20313 -5.45773 -1.27117 0.060 -0.157 0.197
H -0.45082 -5.10664 0.34916 0.171 -0.108 0.065
H -1.01527 -6.53721 -0.53074 -0.123 0.052 -0.153
H -1.70270 -4.98913 -2.31618 -0.285 0.779 -0.514
H -2.75358 -4.64315 -0.98868 0.080 0.543 0.635
H -2.63708 -2.20027 -1.94253 -0.336 -0.399 -0.662
C 2.71397 2.30552 0.64917 -3.519 -2.167 -2.100
O 3.47922 1.27635 0.03101 -0.093 0.630 1.116
O 1.39470 1.76096 0.69339 0.218 0.027 0.821
C 3.36092 2.76842 1.98804 0.018 0.999 -0.704
F 2.56039 3.40612 2.86507 0.125 -0.452 -0.660
F 3.92862 1.75232 2.62204 0.288 0.149 0.137
F 4.34049 3.71482 1.63847 -0.708 -1.244 0.579
C 4.57827 1.64682 -0.75341 0.773 -1.593 0.590
C 5.30688 0.32533 -0.96139 1.372 -0.211 -1.791
H 4.71190 -0.46283 -1.42283 -0.606 -0.015 0.578
H 6.02469 0.44750 -1.77252 0.325 0.485 -0.259
H 5.96198 -0.10570 -0.20433 -0.654 0.309 0.672
H 5.24959 2.32398 -0.22530 -0.084 0.363 -0.227
H 4.27090 2.00288 -1.73668 -0.029 0.517 0.133
H 2.64992 3.09748 -0.09702 0.412 0.850 0.486
C 0.35040 -2.67292 3.41972 -0.041 -0.679 0.987
C -0.72106 -1.63572 3.10838 0.302 0.083 -0.562
O -0.37806 -0.86019 2.00813 0.161 1.798 -2.282
H 0.27320 -3.02953 4.44684 -0.326 0.312 0.494
H 1.35410 -2.24835 3.39913 -0.043 -0.021 -0.550
H 0.25506 -3.63905 2.92411 0.258 0.333 -0.917
H -0.85803 -1.06013 4.02381 0.072 0.628 0.107
H -1.68683 -2.11750 2.95579 -0.262 -0.323 -0.163
C -2.88473 4.11287 -1.36392 0.271 -0.024 1.926
C -1.90825 3.00931 -1.65717 0.173 -1.477 -0.361
O -1.54706 2.12274 -0.62793 1.367 -1.012 1.214
H -2.47387 4.82774 -0.65101 0.400 0.409 -0.254
H -3.67061 3.68398 -0.74219 -0.767 0.017 -0.656
H -3.16437 4.61163 -2.29189 -0.385 -0.103 0.215
H -1.06224 3.49477 -2.14370 0.544 -0.288 -0.133
H -2.43730 2.37644 -2.36968 0.174 -0.033 -0.769
C -0.74303 2.73656 4.50572 0.168 -0.373 -1.390
C -1.45685 2.69975 3.13843 0.843 0.475 0.638
O -1.03363 2.06228 2.20818 -0.127 -0.462 -0.011
C -2.64564 3.59766 3.04287 -0.940 0.112 -0.275
H -1.34826 2.15583 5.20182 0.084 0.207 0.246
H -0.60225 3.77332 4.81138 -0.271 -0.060 0.243
H 0.23805 2.28365 4.36277 -0.089 -0.128 0.194
H -3.40296 3.20692 2.36323 0.059 -0.250 0.017
H -2.38831 4.56392 2.60903 0.390 0.054 0.100
H -3.08740 3.77922 4.02266 0.010 0.006 -0.015
C -5.10389 1.00208 0.77502 1.198 -0.476 -0.210
C -4.08955 -0.13788 0.99252 2.327 0.690 -0.439
O -2.87397 0.12016 0.91160 -2.576 -0.795 0.303
C -4.60819 -1.52512 1.34288 0.423 0.306 0.444
H -5.96264 0.66493 0.19451 -0.173 0.083 0.386
H -4.57001 1.77954 0.22854 -0.011 -0.085 -0.136
H -5.33989 1.44807 1.74119 -0.467 -0.262 0.055
H -5.29290 -1.92384 0.59435 -0.140 0.201 0.098
H -5.10292 -1.41008 2.30730 -0.580 0.023 -0.070
H -3.83611 -2.26306 1.56066 0.358 0.297 -0.466
C 3.44049 -1.67593 1.02355 1.345 0.960 0.606
C 2.36819 -1.89364 0.02048 -0.617 -0.272 0.062
O 1.45964 -1.05239 -0.11263 1.661 -2.282 -0.315
C 2.41495 -3.31614 -0.71338 -2.218 1.601 0.335
H 3.70559 -0.61914 1.05536 -0.429 0.092 0.108
H 4.40108 -2.16246 0.85431 -0.237 -0.514 -0.611
H 3.21276 -1.96218 2.05034 -0.731 -0.088 -0.098
H 3.18967 -3.61027 -1.42148 0.220 0.739 0.173
H 1.42993 -3.29763 -1.17975 0.107 -0.317 -0.631
H 2.30839 -4.12479 0.00968 0.368 0.247 0.486
C 2.65154 0.90030 -3.53056 0.816 -0.105 -0.893
C 1.19206 1.06850 -3.21698 0.853 -0.843 -1.361
O 0.81528 0.83743 -2.12436 -1.232 -0.449 3.306
C 0.26976 1.54449 -4.28424 0.338 -0.474 -0.382
H 3.28954 0.43294 -2.78047 -0.645 0.468 0.561
H 3.00798 1.89604 -3.79422 0.366 0.088 0.039
H 2.88338 0.27415 -4.39213 -0.616 0.117 -0.470
H 0.43535 2.62148 -4.25624 -0.458 0.164 -0.591
H -0.76336 1.23507 -4.12605 0.117 0.386 0.440
H 0.58295 1.07625 -5.21739 0.112 0.514 -0.271
```
Forces are in eV/Å.

LUMO energy	0.60	eV
ΔE to the lowest compared entry with this formula, charge and spin	416.01	kJ/mol
net charge	0
gap between HOMO and LUMO	8.84	eV
total energy	-2340.73050	Eh
highest occupied orbital energy	-8.240	eV

***

Record 3
Molecular formula: C24H46N3O7
Method: DFT, ωB97M-V/def2-TZVPD

```
80
Properties=species:S:1:pos:R:3:forces:R:3
C -4.30321 -0.29546 3.46712 1.731 0.414 -0.386
C -4.15640 0.03620 1.97835 -2.266 0.506 1.708
O -5.07003 0.52322 1.37951 1.290 -0.410 -0.660
O -2.89850 -0.21468 1.37170 -0.331 -0.218 -0.992
C -2.85127 -1.44217 0.73431 0.236 -1.125 0.593
O -2.81522 -2.46517 1.35344 -0.335 0.737 -0.547
C -2.79142 -1.48383 -0.80636 0.569 -0.037 1.209
N -2.25428 -0.20034 -1.38058 -0.678 -1.154 -0.444
C -3.38167 0.77478 -1.66911 -0.391 0.889 -0.035
C -2.98796 2.20021 -1.42456 0.465 1.295 0.663
C -2.97138 3.09545 -2.48735 -0.051 -0.934 0.070
C -2.63799 4.42678 -2.29518 -0.026 0.768 -0.891
C -2.32114 4.95912 -1.06057 -0.174 -0.266 0.348
C -1.99597 6.41681 -0.83634 0.156 0.033 0.183
C -2.31792 4.06195 0.02284 0.176 1.043 -0.350
C -2.64204 2.74582 -0.15417 -0.337 -1.409 0.058
H -4.74176 -1.28994 3.59773 0.106 0.214 -0.062
H -3.28769 -0.25970 3.89307 -0.412 -0.405 0.074
H -4.87935 0.48017 3.98054 -0.207 -0.283 -0.434
H -3.79457 -1.71118 -1.18491 0.255 0.306 -0.072
H -2.13476 -2.33432 -1.03366 -0.071 0.383 -0.107
H -1.50614 0.20251 -0.80228 -0.149 0.262 -0.070
H -1.81344 -0.47744 -2.26142 0.162 0.445 0.073
H -4.26011 0.49320 -1.07514 0.443 -0.069 0.142
H -3.66391 0.66667 -2.72586 0.225 -0.180 0.312
H -3.23176 2.68980 -3.46816 0.117 0.473 0.082
H -2.63261 5.08754 -3.16351 -0.046 -0.143 0.178
H -1.00605 6.48144 -0.35627 -0.226 0.150 -0.303
H -2.69452 6.90487 -0.13938 0.065 -0.347 -0.186
H -2.01301 7.00855 -1.75879 0.152 -0.266 0.163
H -2.04876 4.48000 0.99393 -0.151 -0.424 -0.053
H -2.63497 2.12105 0.73952 -0.044 -0.032 -0.316
C 3.46494 5.04804 -3.13199 -0.006 -0.181 -0.069
O 4.13778 3.90998 -2.62650 -0.112 0.265 0.079
C 4.60344 4.03648 -1.28789 0.199 -0.290 0.107
C 3.72201 3.28958 -0.29925 -0.076 0.161 -0.070
N 2.42235 3.92864 -0.12298 -0.176 -0.275 -0.216
C 1.38133 3.09445 0.47706 0.118 0.264 -0.015
C 1.09043 1.70456 -0.09706 -0.100 0.007 0.220
O 0.43047 1.69328 -1.35966 -0.049 -0.304 0.112
C 1.26505 2.03599 -2.45897 -0.330 -0.002 -0.221
H 3.43364 4.96142 -4.21708 0.062 -0.033 0.009
H 2.42931 5.09646 -2.77603 -0.012 0.159 0.021
H 3.97949 5.97404 -2.86577 -0.008 0.012 0.020
H 4.73241 5.08532 -1.00408 -0.160 0.026 -0.033
H 5.59213 3.57238 -1.26609 0.003 0.019 0.017
H 4.23102 3.24686 0.66866 0.006 -0.014 -0.009
H 3.62993 2.26338 -0.67242 0.128 -0.054 0.026
H 2.08503 4.26190 -1.01440 0.084 0.046 -0.012
H 0.45477 3.67066 0.41931 -0.042 -0.053 0.081
H 1.61831 2.97917 1.54025 -0.021 -0.139 -0.007
H 0.39407 1.21915 0.59496 -0.037 0.043 0.033
H 1.97753 1.06301 -0.12347 0.063 0.082 -0.128
H 2.26205 1.60251 -2.37069 0.031 0.100 0.070
H 1.31618 3.11846 -2.56812 0.220 0.004 -0.031
H 0.80138 1.64635 -3.36675 -0.035 -0.059 0.074
C 3.39030 -5.33213 3.39445 0.061 -0.044 -0.184
O 3.04730 -6.45346 2.60321 -0.089 0.170 0.234
C 1.82783 -7.09001 2.96471 -0.077 -0.299 -0.202
C 0.69300 -6.74606 2.01240 0.065 0.148 0.099
N 0.24778 -5.36383 2.15514 0.167 0.102 -0.274
C -0.53782 -4.83371 1.04026 0.080 -0.095 0.215
C -0.01352 -4.95960 -0.39423 -0.097 0.052 0.008
O 1.08040 -4.11817 -0.71718 -0.108 0.020 -0.029
C 2.33122 -4.51881 -0.17946 0.035 0.276 -0.124
H 4.44831 -5.12640 3.23906 0.005 -0.069 -0.010
H 2.83368 -4.43827 3.09083 -0.022 0.062 0.139
H 3.21835 -5.51855 4.45718 -0.020 0.004 0.012
H 1.55974 -6.88408 4.00563 0.002 0.162 -0.031
H 2.01222 -8.16390 2.88524 -0.018 -0.001 0.018
H -0.15155 -7.41330 2.21158 0.010 -0.011 -0.011
H 1.05494 -6.96004 1.00091 0.003 -0.132 -0.002
H 1.04766 -4.76322 2.29212 0.043 -0.067 0.037
H -0.67796 -3.76982 1.24276 -0.085 -0.015 -0.005
H -1.52932 -5.29774 1.08164 -0.008 0.000 -0.107
H -0.82458 -4.63583 -1.05479 -0.005 -0.004 -0.013
H 0.20159 -5.99568 -0.67643 0.104 -0.021 0.090
H 2.46976 -5.60036 -0.22086 -0.049 -0.017 0.120
H 2.43970 -4.15005 0.84115 0.098 -0.212 0.100
H 3.11575 -4.05096 -0.77479 -0.098 -0.004 -0.082
```
Forces are in eV/Å.

LUMO energy	-2.84	eV
net charge	+1
gap between HOMO and LUMO	7.76	eV
total energy	-1632.68314	Eh
highest occupied orbital energy	-10.603	eV